Record 1
25
Properties=species:S:1:pos:R:3:forces:R:3:lowdin_charge:R:1 method="wB97M-V/def2-TZVPD" smiles="Cc1ccc(/C(=N/C=[NH2+])C(F)(F)F)cc1" gap_ev=7.65 energy_ev=-21657.4058 relative_energy_kj_mol=0.0 charge=+1 e_lumo_ev=-5.1 mol_weight_g_mol=215.20
C 2.092 -3.184 1.651 1.546 0.871 -1.075 -0.17
C -0.439 0.822 -1.307 -0.239 -0.516 0.422 -0.01
C -0.635 2.275 0.591 -1.442 1.033 -0.149 0.01
C 0.074 -0.192 -0.514 0.860 0.608 0.716 0.03
C -0.162 1.314 1.410 2.282 -2.369 -1.846 0.01
C -0.792 2.063 -0.814 1.446 -1.745 2.655 -0.25
C 0.377 0.084 0.836 -0.767 -0.322 1.008 -0.12
C -1.238 3.053 -1.717 -3.057 -0.433 -3.126 -0.04
C 1.020 -0.932 1.699 -1.031 -2.358 -0.140 0.01
C 1.172 -0.704 3.243 0.737 0.920 -0.597 -0.59
N 1.275 -2.210 1.386 -0.771 2.411 -0.173 0.18
N 1.811 -4.465 1.655 0.749 -0.638 0.534 0.20
F 0.018 -0.695 3.900 0.132 -0.507 -0.276 0.20
F 2.015 -1.609 3.727 -0.374 -0.778 0.505 0.16
F 1.777 0.454 3.467 0.055 0.895 -0.063 0.17
H 3.181 -2.958 1.610 -0.687 -0.106 0.379 0.18
H -0.684 0.749 -2.336 0.230 -0.883 -0.864 0.11
H -1.003 3.169 1.124 0.278 -0.169 -0.839 0.14
H 0.367 -1.166 -0.850 -0.093 -0.277 -0.652 0.11
H 0.085 1.474 2.405 -0.214 0.633 1.677 0.09
H -0.988 3.969 -1.398 1.344 3.569 1.015 0.05
H -0.980 2.949 -2.805 -0.020 -0.220 1.180 0.13
H -2.354 3.146 -1.683 0.555 -0.423 -0.106 0.14
H 0.883 -4.793 1.689 -1.313 -0.190 -0.060 0.12
H 2.509 -5.206 1.788 -0.206 0.993 -0.126 0.15

Record 2
38
Properties=species:S:1:pos:R:3:forces:R:3:lowdin_charge:R:1 method="wB97M-V/def2-TZVPD" gap_ev=3.10 energy_ev=-37739.7487 relative_energy_kj_mol=252.3 charge=-2 e_lumo_ev=4.3 mol_weight_g_mol=314.08
Li 0.230 -3.198 -2.678 -0.465 -0.152 2.053 0.68
Li -0.207 -1.345 -0.374 0.487 -0.387 -0.166 0.58
P -1.164 -3.461 -0.631 -0.877 -3.823 0.614 -0.24
O -2.599 -3.974 -0.596 -0.583 -0.243 1.655 -0.50
O -0.421 -2.944 0.633 -1.392 1.471 0.209 -0.48
O -1.249 -2.386 -1.715 1.312 3.501 -2.075 -0.57
O -0.223 -4.554 -1.181 0.891 -0.459 -1.775 -0.53
O 3.737 -1.437 -1.234 2.271 1.696 -0.651 0.08
C 2.647 -2.137 -1.044 -3.608 -5.097 3.315 -0.92
O 1.573 -1.719 -1.521 -1.364 2.870 -2.767 -0.14
O 2.592 -3.155 -0.352 2.758 -0.003 0.162 0.01
H 3.291 -0.741 -1.722 0.506 0.914 -0.489 0.08
C -0.087 0.781 3.307 0.347 0.675 0.041 -0.17
C 1.318 1.376 2.928 -0.503 -0.587 0.766 -0.14
C 1.800 0.531 1.733 -1.468 -0.596 -0.326 -0.16
O 0.626 -0.224 1.356 0.185 0.258 0.173 -0.20
C -0.168 -0.485 2.529 0.104 -0.577 -1.296 -0.21
H -0.875 1.463 2.985 -0.042 0.087 0.079 0.09
H -0.217 0.563 4.367 0.126 0.326 0.139 0.10
H 1.940 1.242 3.813 0.388 0.345 -0.159 0.09
H 1.188 2.430 2.684 0.340 0.007 0.035 0.09
H 2.604 -0.186 1.899 0.148 0.102 0.514 0.12
H 2.085 1.125 0.865 -0.061 0.099 -0.016 0.11
H 0.183 -1.360 3.077 0.316 -0.101 -0.103 0.13
H -1.168 -0.735 2.174 0.089 -0.104 -0.038 0.12
C -1.842 2.754 -1.295 -0.894 1.500 0.290 -0.20
C -1.470 2.218 -2.614 0.809 -0.447 -2.002 -0.18
C -1.051 0.771 -2.358 0.089 -0.439 -0.550 -0.20
O -1.017 0.610 -0.973 0.069 0.816 2.013 -0.16
C -1.094 1.890 -0.326 -0.694 -0.986 0.106 -0.18
H -2.921 2.754 -1.144 -0.027 -0.228 0.266 0.11
H -1.510 3.792 -1.261 -0.163 0.192 0.378 0.10
H -0.658 2.848 -2.976 0.401 -0.316 -0.254 0.10
H -2.209 2.241 -3.416 -0.356 0.195 0.251 0.11
H -0.056 0.508 -2.717 -0.003 0.044 -0.475 0.12
H -1.778 0.043 -2.718 0.154 -0.094 -0.198 0.12
H -0.123 2.314 -0.072 0.307 -0.192 -0.007 0.12
H -1.707 1.788 0.569 0.402 -0.267 0.290 0.12

Record 3
17
Properties=species:S:1:pos:R:3:forces:R:3:lowdin_charge:R:1 method="wB97M-V/def2-TZVPD" smiles=C[C@H](Cl)[C@H]1N[C@H]1C gap_ev=9.94 energy_ev=-19358.2296 relative_energy_kj_mol=140.9 e_lumo_ev=1.0 mol_weight_g_mol=119.59
C -2.201 1.079 -0.138 0.637 0.382 0.860 -0.13
C -1.165 -0.058 -0.213 0.597 0.420 0.405 -0.66
C 0.068 0.394 0.617 0.877 -2.164 -1.705 -0.31
C 1.521 0.043 0.307 -1.719 -0.971 0.623 -0.32
C 1.987 -0.951 -0.704 -1.597 -0.876 -1.499 -0.06
H -3.048 0.934 -0.773 -0.293 -0.042 -0.802 0.06
H -1.654 2.023 -0.339 -0.459 -0.496 -0.431 0.09
H -2.642 1.271 0.854 0.476 -0.605 -0.018 0.09
H -0.883 -0.248 -1.273 -0.137 0.226 0.728 0.09
H 0.062 1.389 0.863 -0.810 2.373 0.605 0.09
H 0.678 -1.274 1.618 -0.155 -0.581 -0.070 0.06
H 2.076 0.912 0.372 1.582 1.415 0.177 0.10
H 3.065 -0.946 -0.944 -0.514 -0.118 0.579 0.08
H 1.469 -0.620 -1.645 0.604 -0.448 0.319 0.08
H 1.573 -2.001 -0.535 0.806 1.267 -0.004 0.10
N 0.898 -0.295 1.590 0.119 -0.015 0.201 0.06
Cl -1.804 -1.652 0.345 -0.015 0.233 0.032 0.58

Record 4
52
Properties=species:S:1:pos:R:3:forces:R:3:lowdin_charge:R:1 method="wB97M-V/def2-TZVPD" smiles="CN(C(=O)C[C@@H]1C(=O)NCCN1Cc1ccc(F)cc1)C1CCOCC1" gap_ev=9.42 energy_ev=-33456.1088 relative_energy_kj_mol=111.6 e_lumo_ev=0.7 mol_weight_g_mol=363.43
C 0.075 -1.015 -1.678 0.085 0.234 -0.096 -0.02
N 0.034 -1.610 -0.364 -0.248 -0.203 -0.028 -0.04
C 1.022 -1.510 0.553 0.353 0.096 -0.139 -0.45
O 0.921 -1.994 1.668 0.115 -0.089 0.428 0.05
C 2.309 -0.803 0.154 -0.023 0.018 0.087 -0.03
H 2.681 -1.157 -0.807 0.053 0.035 0.014 0.12
H 3.047 -1.078 0.911 -0.114 -0.065 -0.079 0.13
C 2.168 0.731 0.100 0.028 -0.155 -0.160 -0.22
N 1.293 1.241 1.144 -0.072 -0.015 -0.027 -0.10
C 1.895 1.064 2.448 0.321 -0.001 0.229 -0.15
C 3.233 1.803 2.586 -0.378 0.088 0.223 -0.15
N 4.024 1.662 1.381 0.358 0.122 0.368 0.09
C 3.587 1.298 0.159 -0.211 0.039 -0.183 -0.47
O 4.302 1.361 -0.823 0.064 -0.079 -0.337 0.06
H 4.968 2.026 1.412 -0.109 -0.068 -0.187 0.15
H 3.056 2.870 2.777 0.017 -0.125 0.048 0.11
H 3.797 1.399 3.432 -0.098 0.058 -0.028 0.12
H 2.028 -0.007 2.605 -0.002 0.034 0.087 0.11
H 1.201 1.427 3.209 0.053 -0.050 0.008 0.13
C 0.873 2.612 0.869 -0.072 -0.100 -0.081 -0.14
C -0.149 2.615 -0.236 0.088 0.167 -0.030 -0.22
C 0.173 3.049 -1.516 -0.108 -0.023 0.178 -0.04
C -0.763 3.009 -2.535 -0.261 -0.066 -0.136 0.00
C -2.029 2.528 -2.254 0.135 0.007 0.038 -0.28
C -2.380 2.092 -0.988 -0.050 0.034 -0.150 -0.01
C -1.430 2.138 0.015 0.101 0.094 -0.138 -0.04
H -1.678 1.801 1.010 -0.048 -0.074 0.132 0.12
H -3.379 1.729 -0.806 -0.117 -0.039 -0.005 0.12
F -2.947 2.480 -3.241 0.065 0.010 0.083 0.06
H -0.524 3.342 -3.532 -0.005 0.023 -0.117 0.12
H 1.165 3.424 -1.723 0.127 0.032 -0.006 0.12
H 1.717 3.264 0.593 -0.051 0.042 0.079 0.13
H 0.416 3.005 1.780 0.096 0.035 -0.008 0.13
H 1.738 1.014 -0.864 0.159 0.011 0.086 0.13
C -1.188 -2.300 0.031 -0.193 -0.142 0.077 -0.29
C -1.384 -3.622 -0.719 -0.239 0.097 0.305 -0.10
H -0.531 -4.280 -0.554 0.056 -0.026 -0.007 0.13
H -1.490 -3.445 -1.790 0.026 -0.026 -0.070 0.11
C -2.663 -4.289 -0.205 0.294 -0.172 -0.172 -0.21
O -3.787 -3.457 -0.366 -0.148 -0.024 -0.115 -0.13
C -3.652 -2.248 0.343 0.038 0.351 -0.029 -0.20
C -2.441 -1.440 -0.134 -0.038 -0.384 0.199 -0.11
H -2.350 -0.528 0.454 0.003 0.083 0.014 0.11
H -2.587 -1.173 -1.181 -0.025 0.093 -0.065 0.12
H -4.579 -1.699 0.170 0.074 -0.002 0.108 0.13
H -3.554 -2.455 1.420 -0.041 0.023 -0.050 0.13
H -2.882 -5.198 -0.769 0.065 0.018 0.117 0.13
H -2.538 -4.548 0.858 -0.025 -0.022 -0.058 0.13
H -1.053 -2.526 1.096 -0.082 0.035 -0.227 0.15
H -0.256 0.026 -1.653 -0.033 0.041 -0.104 0.08
H -0.585 -1.570 -2.342 0.030 0.018 -0.034 0.09
H 1.078 -1.058 -2.097 -0.012 0.013 -0.041 0.09

Record 5
8
Properties=species:S:1:pos:R:3:forces:R:3:lowdin_charge:R:1 method="wB97M-V/def2-TZVPD" gap_ev=9.73 energy_ev=-14389.8373 relative_energy_kj_mol=65.3 e_lumo_ev=0.6 mol_weight_g_mol=86.03
C -0.952 0.267 -0.003 0.244 0.402 0.014 -0.30
C 0.128 1.155 0.017 0.647 -0.088 0.003 -0.40
N -0.632 -1.006 -0.014 -0.521 -0.654 0.003 -0.09
N 0.678 -1.107 0.005 1.918 -6.060 -0.273 -0.43
P 1.609 0.268 0.021 -0.206 0.834 0.013 0.86
H -1.990 0.540 -0.008 -0.222 0.001 -0.008 0.09
H 0.039 2.226 0.026 -0.009 0.126 0.008 0.03
H 1.121 -2.344 -0.044 -1.850 5.439 0.239 0.25

Record 6
160
Properties=species:S:1:pos:R:3:forces:R:3:lowdin_charge:R:1 method="wB97M-V/def2-TZVPD" gap_ev=7.89 energy_ev=-193078.3926 e_lumo_ev=-0.7 mol_weight_g_mol=1322.52
C 3.729 -1.187 3.185 -0.574 -0.315 0.903 -0.07
C 2.508 -0.327 3.562 1.421 0.396 0.744 -0.27
O 2.217 0.657 2.544 -0.765 -0.499 -0.642 -0.21
P 1.264 0.105 1.360 -0.364 0.573 0.476 0.55
O 1.091 -1.352 1.424 0.155 -0.317 0.033 -0.25
C -0.319 1.004 1.561 0.036 0.079 0.254 -0.14
C -1.572 0.085 1.650 -0.261 0.152 -0.767 -0.12
C -2.418 0.275 0.392 0.596 -0.686 0.258 -0.10
C -1.976 -0.356 -0.836 1.010 -0.170 0.593 -0.16
O -0.837 -1.115 -0.727 -0.541 -0.337 0.512 -0.07
C -1.229 -2.469 -0.368 0.083 -0.124 -0.844 -0.12
C -0.014 -3.393 -0.244 -0.842 -0.402 0.811 -0.18
N -0.257 -4.598 -1.050 0.445 0.611 0.022 -0.06
C 0.953 -5.377 -1.268 -0.605 -0.579 -0.572 -0.17
C 2.014 -4.650 -2.169 0.245 0.020 1.241 -0.39
C 3.218 -4.235 -1.300 -0.184 -0.532 -0.294 -0.04
O 1.461 -3.584 -2.914 0.132 -0.063 -0.476 -0.04
C -2.584 -0.237 -2.035 -0.361 0.238 -0.859 0.01
C -2.102 -0.847 -3.339 0.012 0.004 -0.121 -0.39
F -2.293 0.059 -4.336 -0.014 0.019 0.167 0.10
F -0.773 -1.108 -3.340 -0.111 -0.021 0.096 0.12
C -2.860 -2.163 -3.755 0.257 0.391 -0.706 -0.28
F -2.064 -3.219 -3.504 -0.291 -0.072 0.282 0.08
F -3.056 -2.131 -5.102 -0.063 -0.084 0.158 0.08
C -3.772 0.562 -2.059 0.324 0.094 0.705 -0.28
N -4.553 0.837 -3.094 -0.406 0.000 0.113 -0.21
S -5.755 1.737 -2.514 -0.240 0.148 -0.202 1.02
N -5.349 1.849 -0.962 -0.249 0.102 -0.518 -0.21
C -4.221 1.163 -0.829 -0.208 -0.107 -0.149 -0.30
C -3.540 1.016 0.409 0.100 0.428 0.561 -0.14
C -4.085 1.674 1.658 -0.893 -0.807 -0.163 -0.12
C -4.863 0.669 2.571 -0.249 -0.311 0.087 -0.14
C -5.249 -0.640 1.888 0.391 0.024 0.395 -0.20
F -5.905 -1.448 2.823 -0.178 0.142 -0.170 -0.06
O 1.930 0.663 0.012 -0.350 -0.697 0.645 -0.19
C 2.322 -0.350 -0.948 1.158 1.248 -1.274 -0.26
C 3.476 0.243 -1.785 -0.045 -1.135 -0.034 -0.06
H 4.381 -0.689 2.465 -0.214 -0.110 -0.042 0.08
H 4.306 -1.327 4.108 0.060 -0.032 -0.259 0.07
H 3.402 -2.181 2.869 0.227 0.230 -0.411 0.07
H 1.644 -0.921 3.868 -0.023 0.057 -0.460 0.11
H 2.805 0.253 4.444 -0.245 0.179 -0.272 0.11
H -0.278 1.613 2.471 0.272 -0.116 -0.147 0.09
H -0.443 1.714 0.736 0.137 -0.134 0.075 0.11
H -1.329 -0.974 1.760 0.332 0.233 0.044 0.10
H -2.171 0.360 2.519 0.144 -0.016 -0.124 0.10
H -1.893 -2.472 0.508 0.369 0.167 0.079 0.12
H -1.836 -2.845 -1.203 0.138 -0.022 0.130 0.11
H 0.900 -2.874 -0.516 -0.213 -0.041 -0.101 0.08
H 0.082 -3.672 0.819 0.332 0.229 -0.181 0.12
H -0.952 -5.142 -0.552 0.129 -0.231 -0.210 0.11
H 1.397 -5.748 -0.327 0.186 0.301 -0.170 0.11
H 0.644 -6.281 -1.814 -0.017 0.145 0.152 0.11
H 2.375 -5.387 -2.896 -0.085 0.144 0.043 0.13
H 3.422 -5.071 -0.623 0.215 0.158 -0.134 0.07
H 3.003 -3.370 -0.660 0.054 -0.039 -0.270 0.06
H 4.105 -4.096 -1.925 -0.075 0.293 0.224 0.08
H 1.584 -2.743 -2.464 -0.045 -0.146 0.107 0.06
H -3.843 -2.271 -3.284 0.226 -0.042 0.144 0.17
H -4.815 2.403 1.311 0.393 0.287 0.330 0.08
H -3.301 2.112 2.275 -0.104 0.359 -0.364 0.11
H -4.298 0.405 3.474 0.089 0.064 -0.246 0.11
H -5.794 1.112 2.945 0.221 0.166 -0.158 0.12
H -4.362 -1.212 1.591 -0.153 0.141 -0.175 0.11
H -5.910 -0.478 1.030 0.044 -0.110 0.109 0.12
H 2.704 -1.264 -0.492 -0.525 0.161 0.321 0.09
H 1.486 -0.508 -1.636 -0.105 -0.411 0.422 0.11
H 3.123 0.842 -2.626 0.087 0.292 0.356 0.08
H 3.992 -0.624 -2.225 -0.036 0.246 -0.048 0.07
H 4.216 0.744 -1.156 -0.246 0.190 -0.117 0.08
O 5.474 -6.697 -1.739 -0.062 0.291 -0.019 -0.28
S 6.844 -7.000 -2.018 0.241 -0.633 -0.166 0.57
O 7.825 -5.965 -2.104 -0.155 0.239 0.080 -0.27
O 6.911 -7.893 -3.334 0.032 -0.070 0.215 -0.26
C 6.277 -7.390 -4.528 -0.211 0.332 -0.635 -0.25
C 7.083 -6.288 -5.188 0.118 0.176 0.225 -0.07
C 7.413 -8.227 -0.891 -0.002 -0.118 0.039 -0.12
H 5.261 -7.059 -4.304 0.050 -0.026 0.183 0.11
H 6.197 -8.238 -5.206 0.074 -0.165 0.241 0.12
H 7.116 -5.395 -4.565 -0.022 -0.004 -0.017 0.07
H 6.638 -6.016 -6.146 -0.040 -0.104 -0.001 0.08
H 8.112 -6.609 -5.350 -0.037 -0.044 -0.063 0.08
H 6.686 -9.035 -0.851 -0.002 0.022 -0.032 0.07
H 7.506 -7.755 0.085 -0.028 0.075 -0.046 0.08
H 8.382 -8.589 -1.225 -0.010 0.036 -0.025 0.08
O 6.281 0.833 5.679 -0.077 -0.320 -0.011 -0.28
S 7.385 0.914 4.772 0.391 0.554 -0.064 0.56
O 7.605 -0.088 3.778 -0.251 -0.199 0.061 -0.27
O 8.726 1.117 5.609 -0.113 0.170 -0.086 -0.26
C 9.032 0.158 6.639 0.208 -0.572 0.414 -0.25
C 9.538 -1.154 6.073 -0.160 -0.060 -0.246 -0.07
C 7.373 2.491 3.989 0.045 0.124 0.004 -0.12
H 8.162 0.005 7.281 -0.102 0.096 -0.141 0.12
H 9.808 0.613 7.252 -0.058 0.252 -0.158 0.12
H 8.756 -1.671 5.516 0.002 -0.001 0.029 0.07
H 9.871 -1.811 6.876 0.022 0.088 0.051 0.08
H 10.366 -0.982 5.385 0.041 0.013 0.073 0.09
H 7.243 3.261 4.745 0.010 -0.032 0.013 0.07
H 6.536 2.501 3.293 -0.016 -0.091 0.033 0.08
H 8.308 2.624 3.451 -0.004 -0.039 0.008 0.08
O -7.493 4.579 3.794 0.117 -0.278 0.162 -0.27
S -6.315 5.025 3.119 0.064 0.645 -0.327 0.57
O -5.166 4.178 2.995 -0.162 -0.244 0.107 -0.28
O -5.847 6.410 3.746 -0.174 0.070 -0.180 -0.26
C -5.633 6.468 5.170 0.282 -0.087 0.742 -0.25
C -4.348 5.773 5.577 -0.038 -0.248 -0.184 -0.07
C -6.749 5.631 1.523 -0.017 0.077 -0.034 -0.12
H -6.491 6.054 5.704 -0.090 -0.067 -0.226 0.12
H -5.579 7.526 5.424 -0.068 0.048 -0.298 0.12
H -4.413 4.699 5.403 -0.015 0.012 0.047 0.07
H -4.144 5.931 6.636 -0.018 0.109 -0.021 0.09
H -3.506 6.143 4.994 0.013 0.092 0.110 0.06
H -7.594 6.308 1.618 0.021 0.002 0.002 0.08
H -7.021 4.772 0.912 0.021 -0.053 0.080 0.07
H -5.890 6.138 1.091 -0.004 -0.007 0.017 0.08
O 1.997 -7.600 -7.067 0.278 0.072 -0.098 -0.28
S 1.141 -6.741 -7.829 -0.684 0.159 0.218 0.56
O 1.661 -5.936 -8.889 0.291 -0.134 -0.039 -0.28
O 0.318 -5.819 -6.829 -0.046 -0.265 -0.130 -0.26
C 1.056 -5.029 -5.871 0.319 0.646 0.465 -0.25
C 1.710 -3.822 -6.510 0.173 -0.068 -0.293 -0.07
C -0.225 -7.670 -8.440 -0.093 -0.072 -0.003 -0.12
H 1.789 -5.650 -5.352 -0.054 -0.161 -0.151 0.11
H 0.333 -4.694 -5.129 -0.166 -0.202 -0.111 0.11
H 2.497 -4.119 -7.203 -0.001 0.002 0.018 0.07
H 2.154 -3.187 -5.743 -0.116 -0.055 0.099 0.07
H 0.979 -3.244 -7.076 -0.032 0.022 0.087 0.09
H -0.646 -8.256 -7.627 0.020 0.034 0.013 0.07
H 0.152 -8.326 -9.222 0.075 0.039 0.020 0.07
H -0.961 -6.984 -8.850 0.036 0.026 0.013 0.07
O -1.021 6.301 5.377 0.099 -0.304 0.167 -0.28
S -0.223 5.880 4.265 0.160 0.482 -0.542 0.57
O 0.040 4.497 4.014 -0.169 -0.143 0.274 -0.28
O 1.157 6.675 4.294 -0.150 0.046 -0.114 -0.26
C 1.952 6.608 5.493 0.461 -0.171 0.556 -0.25
C 2.669 5.279 5.635 -0.185 -0.206 -0.092 -0.07
C -0.865 6.603 2.794 -0.008 0.092 -0.083 -0.12
H 1.333 6.820 6.367 -0.155 -0.023 -0.123 0.12
H 2.684 7.410 5.414 -0.165 0.093 -0.241 0.12
H 1.964 4.464 5.793 0.014 0.013 0.021 0.07
H 3.352 5.305 6.485 0.004 0.097 -0.017 0.08
H 3.233 5.049 4.731 0.046 0.054 0.028 0.08
H -1.033 7.663 2.964 0.023 -0.016 0.023 0.08
H -1.805 6.102 2.570 0.016 -0.052 0.083 0.07
H -0.155 6.444 1.985 0.009 -0.026 0.028 0.08
O -7.971 7.507 -1.504 -0.120 -0.096 0.258 -0.28
S -8.947 7.273 -2.526 0.127 -0.026 -0.637 0.57
O -10.325 7.087 -2.198 0.009 0.058 0.288 -0.27
O -8.459 6.052 -3.427 0.062 0.237 -0.047 -0.26
C -8.144 4.816 -2.764 -0.055 -0.723 0.321 -0.27
C -9.389 4.061 -2.338 -0.177 0.187 0.130 -0.07
C -8.818 8.523 -3.758 0.070 0.045 -0.091 -0.12
H -7.482 4.998 -1.915 -0.022 0.196 -0.042 0.10
H -7.590 4.216 -3.484 0.031 0.285 -0.177 0.10
H -9.930 4.599 -1.559 0.021 -0.025 0.010 0.07
H -9.124 3.078 -1.948 0.075 0.002 -0.064 0.08
H -10.071 3.940 -3.180 0.062 -0.062 -0.024 0.09
H -7.774 8.639 -4.036 -0.008 -0.033 0.016 0.08
H -9.198 9.446 -3.326 -0.016 -0.054 0.074 0.08
H -9.422 8.235 -4.615 -0.012 -0.030 0.034 0.08